1.
# C19H42NO8P

A 3-piece molecular cluster, C19H42NO8P overall at a distorted geometry (the ωB97M-V functional and the def2-TZVPD basis, OMol25).

Properties
2S+1 = 1
E_HOMO = -8.96 eV

```
71
Properties=species:S:1:pos:R:3:forces:R:3:mulliken_charge:R:1
C -0.01508 1.10398 1.17432 0.0 0.3 -0.1 -0.663
C 0.10481 2.26457 0.18445 0.5 -0.3 -0.2 -1.705
C -0.37832 1.99212 -1.28307 0.0 -0.7 0.7 1.773
P 1.22661 1.68189 -2.19781 -0.2 0.5 -0.4 -0.284
C 0.82218 0.94101 -3.82426 0.2 0.2 -0.1 -1.002
O 1.67346 0.31102 -1.38375 0.2 0.1 0.2 -0.224
O -1.07905 3.17113 -1.72260 0.1 0.1 -0.1 -0.518
C -2.28898 3.11910 -1.10848 -0.3 0.6 0.1 0.359
O -3.03568 4.04440 -1.01465 0.2 -0.3 0.0 -0.574
O -2.51353 1.88622 -0.60671 -0.1 -0.2 -0.1 -0.432
C -1.55051 1.01110 -1.26313 -0.1 0.1 -0.8 0.072
C -2.17739 0.59112 -2.59113 -0.1 -0.3 0.0 -1.195
C -3.54015 -0.10974 -2.38518 0.2 -0.1 -0.3 -0.962
C -4.71513 0.53937 -3.10596 -0.4 -0.1 0.4 -0.959
C -5.15869 1.89054 -2.54700 -0.1 -0.1 -0.4 0.020
C -6.61451 2.20794 -2.88253 0.1 0.5 0.1 -0.858
N -7.06397 3.52566 -2.41174 0.1 -0.2 0.0 -0.700
H 0.67894 1.26358 1.99911 -0.1 0.0 0.1 0.492
H 0.27072 0.16905 0.70125 -0.1 -0.1 0.1 -0.218
H -1.02123 1.03354 1.58238 0.0 -0.2 0.0 0.295
H 1.16781 2.51861 0.12982 0.0 0.2 0.0 0.664
H -0.38587 3.16487 0.54727 -0.1 0.0 0.1 0.481
H 1.40690 1.48302 -4.56643 0.0 0.0 -0.1 0.372
H -0.21631 1.01020 -4.11406 -0.1 0.0 0.0 0.338
H 1.15695 -0.09528 -3.83265 -0.1 -0.1 0.0 0.295
H 2.44845 0.56427 -0.86329 0.0 -0.3 0.1 0.160
H -1.37783 0.08583 -0.72406 -0.1 0.3 0.7 0.658
H -2.26880 1.43232 -3.28030 -0.1 0.1 0.1 0.658
H -1.53026 -0.13467 -3.07529 0.3 0.0 0.0 0.359
H -3.45464 -1.12667 -2.77454 0.0 -0.1 0.1 0.425
H -3.76530 -0.21676 -1.32284 0.0 0.1 0.1 0.417
H -4.51014 0.62020 -4.17600 0.1 0.0 0.0 0.251
H -5.56193 -0.15150 -3.02183 0.0 0.0 0.0 0.440
H -5.03449 1.92513 -1.46447 0.1 0.0 0.0 0.234
H -4.55569 2.68204 -2.99938 0.2 0.1 0.3 0.198
H -6.74100 2.20091 -3.96668 -0.1 -0.2 0.0 0.356
H -7.27494 1.46360 -2.43603 0.0 -0.1 -0.1 0.417
H -6.93577 3.57732 -1.40696 0.0 0.0 0.0 0.273
H -6.45445 4.23852 -2.79704 0.0 0.1 0.0 0.271
C -0.42392 -5.34362 3.16737 0.0 0.0 0.0 -0.674
O 0.45284 -5.17572 2.06808 0.0 0.1 0.1 -0.384
C -0.02027 -4.25588 1.09933 0.1 -0.2 0.0 -0.832
C 0.64400 -2.90424 1.23305 -0.1 0.2 0.0 0.091
O 0.30169 -2.26148 2.45009 0.1 -0.1 0.0 -0.367
C 1.31082 -2.35434 3.43908 0.0 0.0 0.0 -0.447
H 0.11940 -5.88826 3.93749 0.0 0.0 0.0 0.242
H -0.74929 -4.38335 3.57425 0.0 0.0 0.0 0.286
H -1.30310 -5.92839 2.87626 0.0 0.0 0.0 0.322
H -1.10714 -4.14764 1.17049 0.0 0.0 0.0 0.396
H 0.21513 -4.66808 0.11310 0.0 0.0 0.0 0.373
H 0.30220 -2.26162 0.41395 0.0 0.0 0.0 0.132
H 1.73002 -3.00856 1.14506 0.0 -0.1 0.0 0.253
H 2.15390 -1.69704 3.19598 0.0 -0.1 0.0 -0.027
H 1.67426 -3.37854 3.54922 0.0 0.0 0.0 0.360
H 0.87441 -2.03063 4.38234 0.0 0.0 0.0 0.270
C 7.10425 -0.52503 2.31125 0.0 0.0 0.0 -0.700
O 6.11504 -0.11009 3.23584 -0.1 0.0 -0.1 -0.386
C 5.58302 1.17482 2.96142 0.0 -0.1 0.2 -0.738
C 4.23549 1.09214 2.28191 -0.1 0.1 -0.1 -0.121
O 4.33005 0.51649 0.98618 0.0 0.0 -0.1 -0.427
C 3.95267 -0.84835 0.94335 -0.1 0.0 -0.1 -0.503
H 7.28428 -1.58519 2.48026 0.0 0.0 0.0 0.249
H 6.77812 -0.38048 1.27851 0.0 0.0 0.0 0.286
H 8.03959 0.02108 2.47305 0.0 0.0 0.0 0.335
H 6.27794 1.75619 2.34783 0.0 0.0 0.0 0.353
H 5.46219 1.69180 3.91807 0.0 0.0 0.0 0.404
H 3.83535 2.10368 2.16360 0.0 0.0 0.0 0.385
H 3.53708 0.52251 2.90290 0.0 0.0 0.0 0.118
H 2.86316 -0.94092 1.03477 0.0 -0.1 0.0 -0.202
H 4.43275 -1.44178 1.72419 0.0 0.1 0.1 0.568
H 4.25683 -1.23901 -0.02701 0.0 0.0 0.0 0.406
```
Positions in Å, forces in eV/Å.



2.
# C2H11NO2

C2H11NO2 as an isolated structure at a distorted geometry (the ωB97M-V functional and the def2-TZVPD basis, OMol25).

Properties
2S+1 = 1
E_HOMO = -9.81 eV

```
16
Properties=species:S:1:pos:R:3:forces:R:3:mulliken_charge:R:1
H -0.40548 0.31778 -0.51088 -1.0 -1.4 -1.0 0.486
O -0.64131 -0.43686 -1.29462 0.1 0.1 -0.2 -0.872
N -0.13235 1.23135 0.44827 1.0 2.3 2.7 -0.268
H -1.54549 -0.77399 -1.37301 0.3 0.6 0.4 0.259
H -0.27759 2.15134 0.05204 0.0 0.0 -0.4 0.272
C 1.28063 1.20045 0.93708 1.8 -3.6 -1.2 -0.836
H 1.50805 0.95239 1.99768 -0.9 0.8 -0.5 0.262
H 1.59866 0.25862 0.42289 0.2 0.1 0.7 0.281
H 2.11624 1.77348 0.51602 -1.1 1.2 0.1 0.351
C -1.07212 1.22321 1.61962 -0.7 0.2 -0.9 -0.818
H -1.51760 2.21354 1.63160 -0.1 0.1 0.6 0.305
H -1.88586 0.54378 1.40861 -0.2 -0.3 -0.1 0.277
H -0.68016 0.94513 2.59902 0.5 0.2 -0.4 0.279
O 0.74245 -2.81345 -1.48364 0.7 -0.2 -0.4 -0.655
H 0.21184 -2.01029 -1.65463 -0.1 -0.2 0.6 0.400
H 0.23868 -3.48345 -1.02099 -0.3 0.3 0.0 0.279
```
Positions in Å, forces in eV/Å.



3.
# C40H33CdN4P2Te

C40H33CdN4P2Te as an isolated structure at a distorted geometry (the ωB97M-V functional and the def2-TZVPD basis, OMol25).

Properties
2S+1 = 1
total charge = +1
E_HOMO = -8.86 eV

```
81
Properties=species:S:1:pos:R:3:forces:R:3:mulliken_charge:R:1
Cd 0.04103 1.86347 0.78142 0.7 -0.7 -0.1 1.898
Te 0.59213 0.61077 -3.52026 -0.2 -0.9 0.3 0.142
C -0.58434 -0.80344 -4.62383 -0.2 0.3 0.2 -0.162
C -1.91151 -0.48459 -4.90400 0.0 -0.9 -0.2 -0.135
C -2.75189 -1.47444 -5.41259 0.2 0.2 -0.2 -0.362
N -2.35887 -2.71734 -5.70405 0.1 0.4 0.2 -0.615
C -1.07703 -2.98653 -5.49264 0.6 -0.2 0.6 -0.342
C -0.14506 -2.07911 -4.94533 0.0 -0.2 -0.1 -0.063
C 0.42828 -0.59288 -1.66671 0.0 -0.2 -0.6 -0.360
P -1.27038 -1.14179 -1.43851 -0.4 0.5 0.4 0.187
C -1.61561 -0.84972 0.36477 0.1 -0.7 0.1 0.330
C -2.16864 0.38560 0.68524 -0.4 0.5 0.9 -1.579
C -2.49979 0.73637 2.01510 0.2 -0.1 -0.3 -0.301
C -2.24974 -0.15222 3.05164 -0.2 -0.1 -0.5 -0.498
C -1.76216 -1.41367 2.72478 0.3 0.1 -0.2 -0.734
C -1.45257 -1.77796 1.41691 -0.1 0.8 0.0 -0.234
C -1.39592 -2.95735 -1.43063 -0.5 -0.6 -0.1 0.686
C -2.66832 -3.56414 -1.27508 1.3 -0.7 -0.2 -0.596
C -2.76622 -4.96608 -1.39176 -0.5 1.4 0.4 -0.655
C -1.64891 -5.73675 -1.62828 0.4 -0.2 -0.3 -0.474
C -0.40249 -5.14570 -1.81941 -0.5 0.2 0.4 -1.040
C -0.30057 -3.75781 -1.71789 0.3 -0.3 -0.5 -0.244
P 1.39929 0.13880 -0.46740 0.0 0.6 0.2 -0.040
C 2.96986 0.66883 -1.21956 0.1 -1.2 0.2 0.398
C 3.38542 1.96374 -1.37040 0.3 0.7 -0.1 0.121
C 4.61812 2.25423 -1.97050 0.0 -0.5 -0.1 -0.665
C 5.44160 1.20362 -2.37631 -0.5 -0.1 0.5 -0.498
C 5.05530 -0.12081 -2.14915 -0.4 -0.1 0.2 -0.634
C 3.81690 -0.39299 -1.57594 0.4 0.7 -0.3 -0.607
C 2.02946 -0.90264 0.89064 -0.1 -0.7 0.4 1.099
C 2.66507 -0.31424 1.99585 -0.2 -0.6 -0.4 -1.604
C 3.16210 -1.10214 3.03133 0.3 0.7 -0.2 -0.316
C 3.08071 -2.47799 2.95336 -0.3 0.1 0.0 -0.745
C 2.44875 -3.05926 1.87153 -0.1 -0.4 -0.3 -0.660
C 1.91764 -2.29934 0.83989 0.6 1.1 0.4 -0.176
H -2.31028 0.48505 -4.71241 -0.2 0.5 0.2 0.398
H -3.79574 -1.24114 -5.59863 0.0 -0.1 0.0 0.367
H -0.77704 -4.02132 -5.67436 0.0 0.3 -0.1 0.395
H 0.89373 -2.36577 -4.74739 -0.5 -0.1 -0.1 0.359
H -2.46606 1.05155 -0.11300 0.0 0.1 -0.2 0.771
H -2.95491 1.70059 2.21405 0.0 0.0 0.0 0.497
H -2.46947 0.08414 4.08632 -0.1 0.1 -0.1 0.501
H -1.57871 -2.11889 3.51532 0.0 -0.3 0.2 0.440
H -1.09098 -2.77875 1.24343 0.1 -0.1 -0.2 0.501
H -3.54354 -2.96728 -1.08039 -0.2 0.1 0.0 0.474
H -3.74074 -5.42689 -1.27010 0.1 0.0 -0.1 0.405
H -1.76489 -6.80826 -1.73003 0.1 0.0 0.1 0.381
H 0.45203 -5.78657 -1.99429 0.1 0.2 -0.2 0.457
H 0.62231 -3.24852 -1.97535 0.2 -0.1 0.2 0.572
H 2.73760 2.72801 -0.96055 0.1 0.4 -0.3 0.200
H 4.94534 3.27217 -2.13425 -0.1 0.0 0.1 0.418
H 6.41772 1.38903 -2.78564 0.2 0.2 -0.2 0.409
H 5.72359 -0.94799 -2.38795 -0.1 0.3 0.0 0.406
H 3.51989 -1.40385 -1.36056 -0.1 -0.3 -0.1 0.337
H 2.80962 0.75335 2.01992 0.0 0.3 0.0 0.746
H 3.66148 -0.61505 3.86692 -0.1 -0.2 -0.1 0.476
H 3.50830 -3.08360 3.72839 0.1 -0.2 0.2 0.441
H 2.38040 -4.13247 1.80176 0.0 -0.2 0.0 0.487
H 1.51199 -2.74421 -0.03954 -0.5 -0.4 -0.3 0.416
N -1.38750 4.25651 2.75429 -0.1 0.2 -0.1 -0.189
C -0.79510 3.24980 3.52452 -0.5 0.1 0.5 0.830
C -1.09328 3.29759 4.90752 0.5 -0.5 -0.1 -0.719
C -0.53966 2.36451 5.75333 0.5 -0.4 -1.2 -0.673
C 0.29530 1.36036 5.19992 -0.6 1.1 0.7 -0.789
C 0.50486 1.37099 3.85313 0.0 -0.2 0.1 0.003
N -0.03262 2.29651 3.02223 0.2 0.1 -0.2 -0.283
C -1.57569 4.52355 1.39159 0.5 -0.2 0.3 0.665
C -2.24814 5.69282 1.03827 -0.2 -0.1 0.0 -0.913
C -2.44716 5.96649 -0.29944 -0.7 0.5 0.1 -0.277
C -2.00108 5.09371 -1.29108 0.1 0.8 0.6 -1.067
C -1.30724 4.02183 -0.85023 0.3 -0.7 0.1 -0.041
N -1.09075 3.72296 0.44840 -0.1 0.0 0.1 -0.189
H -1.82520 4.94465 3.35573 0.0 -0.1 -0.3 0.126
H -1.74344 4.04565 5.30344 -0.3 0.5 0.1 0.411
H -0.71945 2.39414 6.80929 -0.2 0.0 0.3 0.469
H 0.76455 0.66664 5.87054 0.2 -0.4 -0.1 0.513
H 1.11764 0.59778 3.40414 -0.2 0.2 -0.1 0.157
H -2.60627 6.31903 1.84559 -0.1 0.2 -0.3 0.394
H -2.99919 6.85850 -0.58993 0.2 -0.1 0.2 0.404
H -2.09133 5.30307 -2.33806 -0.2 0.0 -0.2 0.468
H -0.89253 3.32505 -1.54701 0.2 -0.4 -0.4 0.330
```
Positions in Å, forces in eV/Å.



Number 1: E_tot -1747.1050 a.u., M 443.52 Da, orbital gap 9.48 eV. Number 2: E_tot -287.9686 a.u., M 81.11 Da, orbital gap 10.48 eV. Number 3: E_tot -2881.3184 a.u., M 871.69 Da, orbital gap 5.98 eV.